No. 1
{"formula": "C3H4N2O", "method": "the ωB97M-V functional and the def2-TZVPD basis", "e_tot_ha": -301.33205, "homo_lumo_gap_ev": 8.108, "homo_energy_ev": -7.805, "e_above_lowest_kcal_mol": 97.4, "species": ["N", "C", "O", "C", "C", "N", "H", "H", "H", "H"], "positions_angstrom": [[0.95, -0.64, -0.23], [0.33, 0.96, 0.73], [0.97, 1.31, 1.63], [-0.85, 0.81, -0.02], [-0.50, -0.95, -0.25], [-1.21, -1.90, -0.32], [1.48, -1.38, 0.22], [1.33, -0.51, -1.17], [-1.76, 1.18, 0.45], [-0.74, 1.12, -1.06]], "nbo_charge": [-0.822, 0.821, -0.432, -0.724, 0.286, -0.481, 0.412, 0.398, 0.271, 0.271]}

No. 2
{"formula": "C3H4N2O", "method": "the ωB97M-V functional and the def2-TZVPD basis", "e_tot_ha": -301.33680, "homo_lumo_gap_ev": 10.219, "homo_energy_ev": -10.512, "e_above_lowest_kcal_mol": 94.4, "species": ["C", "C", "C", "H", "H", "H", "H", "N", "N", "O"], "positions_angstrom": [[0.64, 0.55, 0.87], [-0.83, -0.22, -0.91], [0.06, -1.44, -0.91], [1.34, 1.77, 0.88], [1.46, -0.29, 0.23], [0.27, -0.05, 1.89], [-1.36, 1.36, 0.38], [-0.42, 0.78, -0.09], [0.81, -2.32, -0.83], [-1.97, -0.13, -1.51]], "nbo_charge": [-0.474, 0.564, 0.183, 0.237, 0.240, 0.233, 0.433, -0.614, -0.248, -0.556]}

No. 3
{"formula": "C3H4N2O", "method": "the ωB97M-V functional and the def2-TZVPD basis", "e_tot_ha": -301.38794, "homo_lumo_gap_ev": 8.839, "homo_energy_ev": -8.059, "e_above_lowest_kcal_mol": 62.3, "species": ["N", "C", "N", "C", "C", "O", "H", "H", "H", "H"], "positions_angstrom": [[1.83, 0.12, -0.58], [0.66, 0.21, 0.10], [-0.07, 1.20, 0.35], [-1.33, 0.58, 0.11], [-1.34, -0.75, 0.31], [-0.10, -1.26, 0.44], [2.50, 0.84, -0.34], [2.19, -0.82, -0.61], [-2.11, 1.22, -0.24], [-2.25, -1.35, 0.38]], "nbo_charge": [-0.812, 0.706, -0.496, -0.170, 0.064, -0.530, 0.413, 0.405, 0.213, 0.207]}

No. 4
{"formula": "C3H4N2O", "method": "the ωB97M-V functional and the def2-TZVPD basis", "e_tot_ha": -301.35766, "homo_lumo_gap_ev": 8.999, "homo_energy_ev": -8.534, "e_above_lowest_kcal_mol": 81.3, "species": ["H", "N", "C", "C", "O", "C", "N", "H", "H", "H"], "positions_angstrom": [[-0.36, 0.78, -2.56], [0.04, 0.37, -1.73], [-0.64, 0.63, -0.68], [-0.22, 0.07, 0.60], [-0.82, 0.29, 1.82], [0.83, -0.70, 0.39], [1.83, -1.31, 0.05], [-1.58, 1.18, -0.65], [-1.53, -0.33, 1.98], [2.45, -0.99, 0.79]], "nbo_charge": [0.345, -0.656, 0.096, -0.046, -0.670, 0.480, -0.585, 0.169, 0.480, 0.388]}

No. 5
{"formula": "C3H4N2O", "method": "the ωB97M-V functional and the def2-TZVPD basis", "e_tot_ha": -301.34816, "homo_lumo_gap_ev": 8.362, "homo_energy_ev": -7.858, "e_above_lowest_kcal_mol": 87.3, "species": ["N", "C", "N", "C", "C", "O", "H", "H", "H", "H"], "positions_angstrom": [[1.80, 0.15, -0.37], [0.71, 0.57, 0.21], [-0.09, 1.33, 0.72], [-1.18, 0.55, 0.07], [-1.21, -0.83, 0.26], [-0.19, -1.51, 0.54], [2.40, 0.77, -0.89], [1.93, -0.86, -0.40], [-1.99, 1.15, -0.32], [-2.19, -1.32, 0.17]], "nbo_charge": [-0.782, 0.655, -0.365, -0.334, 0.277, -0.680, 0.419, 0.445, 0.216, 0.148]}

No. 6
{"formula": "C3H4N2O", "method": "the ωB97M-V functional and the def2-TZVPD basis", "e_tot_ha": -301.37410, "homo_lumo_gap_ev": 10.784, "homo_energy_ev": -9.879, "e_above_lowest_kcal_mol": 71.0, "species": ["H", "N", "C", "C", "C", "N", "O", "H", "H", "H"], "positions_angstrom": [[-0.69, 2.12, -1.57], [-0.04, 1.38, -1.38], [-0.26, 0.67, -0.36], [0.75, -0.36, -0.04], [-0.06, -1.18, 0.94], [-1.21, -0.67, 1.21], [-1.37, 0.51, 0.42], [0.98, -0.45, -1.14], [1.67, 0.02, 0.42], [0.24, -2.07, 1.49]], "nbo_charge": [0.359, -0.711, 0.558, -0.603, 0.037, -0.073, -0.359, 0.312, 0.258, 0.222]}

No. 7
{"formula": "C3H4N2O", "method": "the ωB97M-V functional and the def2-TZVPD basis", "e_tot_ha": -301.43772, "homo_lumo_gap_ev": 10.176, "homo_energy_ev": -9.361, "e_above_lowest_kcal_mol": 31.1, "species": ["C", "C", "N", "C", "N", "O", "H", "H", "H", "H"], "positions_angstrom": [[-2.36, 0.07, 0.41], [-1.16, 0.31, -0.02], [-0.04, 0.60, -0.43], [0.98, -0.35, -0.12], [2.21, 0.16, -0.29], [0.73, -1.50, 0.16], [-2.75, 0.83, 1.05], [-2.95, -0.74, 0.01], [2.36, 1.12, -0.52], [2.97, -0.50, -0.25]], "nbo_charge": [-0.635, 0.521, -0.553, 0.758, -0.811, -0.611, 0.254, 0.260, 0.408, 0.408]}

No. 8
{"formula": "C3H4N2O", "method": "the ωB97M-V functional and the def2-TZVPD basis", "e_tot_ha": -301.42346, "homo_lumo_gap_ev": 9.391, "homo_energy_ev": -8.474, "e_above_lowest_kcal_mol": 40.0, "species": ["N", "C", "N", "C", "C", "O", "H", "H", "H", "H"], "positions_angstrom": [[-0.66, 1.87, 0.27], [-0.08, 0.65, 0.06], [-0.87, -0.39, 0.21], [-0.08, -1.47, -0.01], [1.21, -1.21, -0.28], [1.19, 0.39, -0.27], [-1.62, 1.79, 0.58], [-0.23, 2.78, 0.34], [-0.49, -2.46, 0.05], [1.76, -1.85, -1.00]], "nbo_charge": [-0.814, 0.696, -0.580, -0.040, -0.059, -0.467, 0.417, 0.408, 0.212, 0.228]}

No. 9
{"formula": "C3H4N2O", "method": "the ωB97M-V functional and the def2-TZVPD basis", "e_tot_ha": -301.35337, "homo_lumo_gap_ev": 8.265, "homo_energy_ev": -8.214, "e_above_lowest_kcal_mol": 84.0, "species": ["N", "C", "C", "O", "C", "N", "H", "H", "H", "H"], "positions_angstrom": [[-0.60, -0.66, 1.33], [-0.03, -0.09, 0.11], [0.99, -0.80, -0.47], [1.24, 0.06, -1.55], [0.40, 1.10, -1.49], [-0.43, 1.09, -0.49], [-1.58, -0.95, 1.27], [-0.47, -0.10, 2.17], [0.00, -1.50, 1.39], [0.48, 1.85, -2.26]], "nbo_charge": [-0.674, -0.037, -0.122, -0.452, 0.316, -0.507, 0.417, 0.417, 0.459, 0.184]}

No. 10
{"formula": "C3H4N2O", "method": "the ωB97M-V functional and the def2-TZVPD basis", "e_tot_ha": -301.44828, "homo_lumo_gap_ev": 8.978, "homo_energy_ev": -8.100, "e_above_lowest_kcal_mol": 24.4, "species": ["N", "C", "C", "N", "C", "O", "H", "H", "H", "H"], "positions_angstrom": [[-1.10, 0.85, -1.12], [-0.14, 0.22, -0.36], [0.70, -0.85, -0.44], [1.11, -1.21, 0.84], [0.57, -0.33, 1.60], [-0.19, 0.59, 0.95], [-1.42, 1.75, -0.80], [-1.35, 0.56, -2.05], [1.15, -1.34, -1.29], [0.67, -0.24, 2.67]], "nbo_charge": [-0.833, 0.421, -0.220, -0.436, 0.290, -0.435, 0.401, 0.406, 0.215, 0.191]}

No. 11
{"formula": "C3H4N2O", "method": "the ωB97M-V functional and the def2-TZVPD basis", "e_tot_ha": -301.46333, "homo_lumo_gap_ev": 11.196, "homo_energy_ev": -10.588, "e_above_lowest_kcal_mol": 15.0, "species": ["C", "C", "O", "N", "C", "N", "H", "H", "H", "H"], "positions_angstrom": [[-0.61, 1.08, -0.01], [-0.80, -0.39, -0.01], [-1.82, -1.02, -0.03], [0.39, -1.13, -0.01], [1.62, -0.60, 0.02], [2.70, -0.15, -0.03], [-0.08, 1.39, 0.91], [-1.58, 1.57, 0.03], [-0.06, 1.38, -0.91], [0.24, -2.13, 0.04]], "nbo_charge": [-0.738, 0.704, -0.547, -0.684, 0.408, -0.342, 0.252, 0.252, 0.254, 0.440]}

No. 12
{"formula": "C3H4N2O", "method": "the ωB97M-V functional and the def2-TZVPD basis", "e_tot_ha": -301.41757, "homo_lumo_gap_ev": 11.295, "homo_energy_ev": -10.631, "e_above_lowest_kcal_mol": 43.7, "species": ["H", "N", "C", "O", "C", "C", "N", "H", "H", "H"], "positions_angstrom": [[2.70, -0.86, 0.70], [2.40, -0.09, 0.10], [1.14, -0.13, 0.11], [0.39, 0.76, -0.60], [-1.04, 0.69, -0.55], [-1.52, -0.41, 0.30], [-1.74, -1.31, 0.99], [0.53, -0.85, 0.67], [-1.43, 0.55, -1.57], [-1.43, 1.64, -0.16]], "nbo_charge": [0.347, -0.648, 0.374, -0.485, -0.161, 0.234, -0.283, 0.155, 0.234, 0.233]}

No. 13
{"formula": "C3H4N2O", "method": "the ωB97M-V functional and the def2-TZVPD basis", "e_tot_ha": -301.27886, "homo_lumo_gap_ev": [8.091, 8.125], "homo_energy_ev": [-8.874, -8.855], "e_above_lowest_kcal_mol": 130.8, "species": ["N", "C", "O", "C", "C", "N", "H", "H", "H", "H"], "positions_angstrom": [[1.42, 0.65, 0.04], [1.27, -0.57, 0.28], [0.04, -1.17, 0.11], [-0.87, -0.64, -0.73], [-1.98, 0.47, 0.18], [-3.04, 0.51, 0.68], [2.37, 0.96, 0.24], [1.99, -1.30, 0.66], [-0.35, 0.03, -1.43], [-1.06, 1.07, 0.04]], "nbo_charge": [-0.674, 0.394, -0.490, 0.122, -0.061, -0.258, 0.372, 0.176, 0.137, 0.282]}

No. 14
{"formula": "C3H4N2O2", "method": "the ωB97M-V functional and the def2-TZVPD basis", "e_tot_ha": -376.61780, "homo_lumo_gap_ev": 9.107, "homo_energy_ev": -9.335, "e_above_lowest_kcal_mol": 91.6, "species": ["O", "C", "O", "C", "C", "N", "N", "H", "H", "H", "H"], "positions_angstrom": [[-0.75, 0.80, 1.10], [-0.19, 0.65, -0.09], [-1.06, 1.07, -1.09], [0.47, -0.71, -0.15], [1.77, -0.48, 0.13], [2.13, 0.97, 0.12], [1.07, 1.59, -0.10], [-1.36, 1.59, 1.02], [-0.62, 1.23, -1.99], [-0.22, -1.49, -0.20], [2.58, -1.22, 0.07]], "nbo_charge": [-0.669, 0.542, -0.721, -0.251, -0.079, -0.134, -0.139, 0.497, 0.501, 0.236, 0.215]}

No. 15
{"formula": "C3H4N2O2", "method": "the ωB97M-V functional and the def2-TZVPD basis", "e_tot_ha": -376.63545, "homo_lumo_gap_ev": 8.751, "homo_energy_ev": -8.347, "e_above_lowest_kcal_mol": 80.5, "species": ["N", "C", "C", "O", "C", "O", "N", "H", "H", "H", "H"], "positions_angstrom": [[-1.63, -0.06, -0.28], [-0.55, -0.11, 0.65], [-0.02, 1.12, 0.41], [1.19, 1.11, -0.13], [1.60, -0.25, -0.18], [2.68, -0.56, -0.58], [0.56, -0.97, 0.33], [-1.31, -0.22, -1.23], [-2.60, -0.14, -0.07], [-0.56, 2.05, 0.45], [0.73, -1.91, 0.66]], "nbo_charge": [-0.867, 0.016, 0.290, -0.454, 0.845, -0.579, -0.643, 0.367, 0.389, 0.208, 0.427]}

No. 16
{"formula": "C3H4N2O2", "method": "the ωB97M-V functional and the def2-TZVPD basis", "e_tot_ha": -376.59808, "homo_lumo_gap_ev": [8.037, 8.034], "homo_energy_ev": [-9.153, -9.152], "e_above_lowest_kcal_mol": 104.0, "species": ["C", "N", "N", "C", "O", "C", "O", "H", "H", "H", "H"], "positions_angstrom": [[0.12, 1.10, -1.31], [-0.04, 0.24, -0.35], [-0.60, 0.63, 0.80], [-0.22, 0.01, 1.96], [0.73, -0.71, 2.17], [0.35, -1.13, -0.79], [0.37, -2.11, -0.13], [0.13, 0.76, -2.34], [0.16, 2.15, -1.07], [0.66, -1.06, -1.84], [-0.92, 0.32, 2.76]], "nbo_charge": [-0.069, -0.153, -0.454, 0.483, -0.595, 0.541, -0.413, 0.196, 0.224, 0.125, 0.115]}

No. 17
{"formula": "C3H4N2O2", "method": "the ωB97M-V functional and the def2-TZVPD basis", "e_tot_ha": -376.56181, "homo_lumo_gap_ev": [8.580, 7.406], "homo_energy_ev": [-10.689, -10.040], "e_above_lowest_kcal_mol": 126.7, "species": ["C", "C", "C", "N", "N", "O", "O", "H", "H", "H", "H"], "positions_angstrom": [[-1.80, 0.37, -0.03], [0.16, -1.30, 0.04], [-0.64, -0.12, -0.55], [-2.63, 1.00, 0.48], [1.29, -0.80, 0.43], [-0.33, -2.40, -0.05], [0.75, 1.79, -0.09], [-0.20, 0.30, -1.48], [1.24, 0.18, 0.34], [2.05, -1.43, 0.50], [0.12, 2.44, 0.42]], "nbo_charge": [0.175, 0.634, -0.144, -0.209, -0.799, -0.563, -0.697, 0.284, 0.443, 0.411, 0.464]}

No. 18
{"formula": "C3H4N2O2P", "method": "the ωB97M-V functional and the def2-TZVPD basis", "e_tot_ha": -717.96917, "charge": -1, "homo_lumo_gap_ev": [4.991, 6.811], "spin_multiplicity": 3, "homo_energy_ev": [-0.830, -3.990], "species": ["C", "C", "C", "N", "N", "O", "O", "P", "H", "H", "H", "H"], "positions_angstrom": [[-0.39, 1.57, -0.90], [-1.19, 0.68, -1.40], [0.69, 0.09, 0.69], [0.47, 1.44, 0.23], [-0.05, -0.77, 0.10], [-1.99, 0.12, -2.05], [1.66, -0.02, 1.45], [0.19, -2.44, 0.21], [-0.17, 2.43, -1.49], [0.59, 2.21, 0.76], [-0.89, -2.79, 1.11], [1.07, -2.51, 1.30]], "nbo_charge": [-0.160, 0.466, 0.715, -0.554, -0.981, -0.551, -0.744, 0.483, 0.104, 0.381, -0.089, -0.071]}

No. 19
{"formula": "C3H4N2O2S", "method": "the ωB97M-V functional and the def2-TZVPD basis", "e_tot_ha": -774.85134, "homo_lumo_gap_ev": 8.764, "homo_energy_ev": -9.331, "e_above_lowest_kcal_mol": 47.3, "species": ["O", "C", "N", "C", "O", "N", "C", "S", "H", "H", "H", "H"], "positions_angstrom": [[-2.14, -1.89, -0.19], [-1.27, -1.10, 0.32], [-1.19, 0.16, -0.35], [-0.35, 1.10, -0.01], [-0.66, 2.29, -0.24], [0.94, 0.74, 0.46], [1.59, -0.26, -0.24], [3.24, -0.57, -0.19], [-0.69, -1.22, 1.49], [-1.90, 0.25, -1.22], [1.44, 1.43, 0.90], [0.98, -0.93, -0.74]], "nbo_charge": [-0.556, 0.496, -0.672, 0.765, -0.576, -0.616, -0.064, -0.060, 0.192, 0.473, 0.427, 0.190]}

No. 20
{"formula": "C3H4N2O3", "method": "the ωB97M-V functional and the def2-TZVPD basis", "e_tot_ha": -451.75799, "homo_lumo_gap_ev": 9.786, "homo_energy_ev": -10.666, "e_above_lowest_kcal_mol": 139.2, "species": ["O", "C", "N", "N", "C", "O", "C", "O", "H", "H", "H", "H"], "positions_angstrom": [[2.16, 1.23, -1.93], [1.11, 0.47, -1.53], [0.10, 0.71, -0.58], [-0.36, -0.24, 0.33], [0.40, -0.06, 1.59], [0.09, -0.84, 2.51], [-1.68, -0.73, -0.01], [-2.62, -0.97, 0.88], [0.89, -0.78, -1.83], [0.31, 1.64, 0.24], [1.41, 0.54, 1.56], [-1.81, -0.98, -1.21]], "nbo_charge": [-0.567, 0.517, -0.476, -0.377, 0.481, -0.473, 0.513, -0.513, 0.131, 0.387, 0.192, 0.183]}